Below is C54H64N7O4SbZr as an isolated structure at a distorted geometry, with properties calculated with ωB97M-V/def2-TZVPD.

Summary:
Molar mass: 1088.1 g/mol
Calculated total energy: -3067.22793 a.u.
LUMO energy: -5.28 eV
HOMO level: -13.012 eV
Max |F|: 0.042 hartree/bohr
Frontier orbital gap: 7.74 eV

The geometry in ORCA input format:
```
! RIJCOSX wB97M-V def2-TZVPD def2/J DEFGRID3
* xyz 2 1
Zr 0.5809 1.0667 -0.4308
C -2.0513 1.5380 3.6887
C -1.4760 0.6959 2.5444
C -1.2239 -0.7465 3.0727
C -1.9711 -1.9240 2.4033
C -1.9454 -3.1291 3.3373
C -3.4096 -1.6036 2.0064
N -1.1519 -2.2359 1.1859
C -1.6882 -3.0685 0.0894
C -0.5393 -3.4830 -0.8398
N 0.2588 -2.3602 -1.3868
C -0.6210 -1.5703 -2.2621
C -1.4827 -0.5750 -1.5091
O -2.5351 -0.1782 -1.9374
O -0.9613 -0.1125 -0.3624
C 1.5047 -2.7636 -2.1478
C 1.8002 -4.2919 -2.1917
C 3.2452 -1.8414 -0.2744
C 3.3962 -0.5118 0.5663
C 4.2993 -0.9005 1.7612
C 4.1405 0.6147 -0.1878
N 2.0462 0.0105 1.0646
C 2.2231 1.0744 2.0997
C 0.9102 1.4033 2.8277
N -0.2630 1.3462 1.9131
C -0.6121 2.7303 1.4838
C 0.6646 3.4401 0.9583
O 1.1150 4.3797 1.5455
O 1.2012 2.8482 -0.0914
H -2.8419 0.9749 4.1826
H -2.4994 2.4683 3.3454
H -1.2913 1.7733 4.4365
H -2.2183 0.6678 1.7452
H -1.4968 -0.7613 4.1278
H -0.1611 -0.9961 3.0307
H -2.6487 -2.9827 4.1558
H -0.9562 -3.2783 3.7703
H -2.2391 -4.0401 2.8136
H -3.9130 -1.0865 2.8233
H -3.9668 -2.5199 1.8109
H -3.4748 -0.9703 1.1196
H -0.9683 -1.3348 0.7346
H -0.1917 -2.5695 1.4541
H -2.4581 -2.5106 -0.4424
H -2.1538 -3.9682 0.4891
H -0.9770 -4.0869 -1.6448
H 0.1024 -4.1322 -0.2499
H -1.2670 -2.1873 -2.8970
H -0.0226 -0.9455 -2.9278
H 1.2918 -2.4867 -3.1783
H 2.8346 -4.5090 -1.9429
H 1.6359 -4.6667 -3.1999
H 1.1792 -4.9061 -1.5469
H 4.2838 -2.1154 -0.3669
H 2.2329 -3.7228 -0.1105
H 5.1519 -1.4796 1.4076
H 3.7784 -1.4983 2.5087
H 4.7102 -0.0241 2.2560
H 4.6715 0.2275 -1.0530
H 4.8805 1.0808 0.4609
H 3.4786 1.4007 -0.5420
H 1.6261 -0.7995 1.5290
H 2.6364 1.9617 1.6251
H 2.9295 0.7678 2.8680
H 1.0065 2.3918 3.2809
H 0.7717 0.6996 3.6434
H -0.9683 3.3377 2.3137
H -1.3957 2.6791 0.7147
N 7.8962 -4.7632 -5.5617
C 7.0792 -4.2068 -4.9768
C 6.0529 -3.5455 -4.2298
C 4.7475 -3.4889 -4.7141
C 3.7494 -2.9217 -3.9481
C 3.9812 -2.4306 -2.6568
C 5.3138 -2.3926 -2.2482
C 6.3341 -2.9439 -3.0116
C 2.7913 -1.8540 -1.8140
C 2.6306 -0.4578 -2.4293
C 3.3738 0.0649 -3.4679
C 2.9891 1.4138 -3.6571
C 2.0174 1.6696 -2.7441
N 1.7557 0.5237 -1.9875
C 2.7673 -3.0687 0.5790
C 3.8819 -3.9366 1.0809
C 3.6163 -4.3013 2.3440
C 2.3830 -3.6463 2.6856
N 1.8872 -2.9190 1.7323
H 4.5169 -3.8926 -5.6907
H 2.7693 -2.8470 -4.3968
H 5.6326 -1.9008 -1.3389
H 7.3528 -2.9067 -2.6504
H 4.1425 -0.4315 -4.0315
H 3.3746 2.1002 -4.3929
H 1.5320 2.6198 -2.5612
H 4.7203 -4.2470 0.4725
H 4.1856 -4.9507 2.9899
H 1.8805 -3.7415 3.6413
C -5.9946 4.0284 -2.0563
C -4.9794 4.9034 -1.7025
C -3.6559 4.4824 -1.7201
C -3.3489 3.1765 -2.0833
C -4.3698 2.2937 -2.4266
C -5.6881 2.7241 -2.4180
Sb -1.3011 2.5240 -2.2809
C -0.3933 4.4604 -2.4284
C -0.4113 5.3004 -1.3177
C 0.1911 6.5480 -1.3654
C 0.8286 6.9582 -2.5275
C 0.8631 6.1221 -3.6335
C 0.2536 4.8750 -3.5869
C -1.3824 2.1050 -4.3878
C -0.4243 1.3013 -4.9988
C -0.4360 1.1234 -6.3752
C -1.4137 1.7341 -7.1460
C -2.3808 2.5207 -6.5366
C -2.3643 2.7121 -5.1628
H -7.0224 4.3663 -2.0631
H -5.2102 5.9238 -1.4262
H -2.8778 5.1913 -1.4765
H -4.1399 1.2776 -2.7154
H -6.4753 2.0405 -2.7083
H -0.9093 4.9938 -0.4026
H 0.1641 7.1929 -0.4968
H 1.2941 7.9338 -2.5702
H 1.3624 6.4414 -4.5390
H 0.2756 4.2296 -4.4583
H 0.3548 0.8256 -4.4170
H 0.3254 0.5165 -6.8486
H -1.4181 1.6015 -8.2196
H -3.1480 2.9964 -7.1331
H -3.1132 3.3418 -4.6999
*
```

=====

Below is C54H66As3N3P3PtS2Se2Si as an isolated structure at a distorted geometry, with properties calculated with ωB97M-V/def2-TZVPD.

Summary:
Molar mass: 1520.0 g/mol
Calculated total energy: -16000.78011 a.u.
LUMO energy (alpha / beta): -5.24 / -5.03 eV
HOMO level (alpha / beta): -9.077 / -9.340 eV
Max |F|: 0.033 hartree/bohr
Frontier orbital gap (alpha / beta): 3.84 / 4.31 eV

The geometry in ORCA input format:
```
! RIJCOSX wB97M-V def2-TZVPD def2/J DEFGRID3
* xyz 1 1
Pt -0.7891 0.5519 -0.8700
Se 6.3141 -1.3634 0.4208
P 4.4098 -2.2279 0.7851
C 4.0169 -2.2476 2.5565
C 4.9925 -2.7645 3.4063
C 4.7597 -2.8170 4.7700
C 3.5605 -2.3433 5.2874
C 2.5938 -1.8236 4.4406
C 2.8172 -1.7715 3.0720
C 4.4359 -3.9557 0.2350
C 4.8661 -4.1929 -1.0683
C 4.9877 -5.4927 -1.5263
C 4.6964 -6.5550 -0.6807
C 4.2642 -6.3163 0.6138
C 4.1289 -5.0160 1.0786
C 2.9501 -1.5470 -0.0354
C 2.5213 -0.3625 -0.6683
N 1.2392 -0.6106 -1.0429
N 0.9131 -1.8272 -0.6502
N 1.9096 -2.4078 -0.0585
P 3.2737 1.2361 -1.0244
Se 2.0934 2.3770 -2.3686
C 4.8495 0.8740 -1.8282
C 4.8910 -0.1671 -2.7505
C 6.0773 -0.4519 -3.4024
C 7.2070 0.3134 -3.1470
C 7.1504 1.3695 -2.2494
C 5.9672 1.6622 -1.5909
C 3.5935 2.0872 0.5491
C 4.1426 1.4072 1.6316
C 4.4492 2.0944 2.7941
C 4.1955 3.4558 2.8815
C 3.6332 4.1326 1.8085
C 3.3304 3.4498 0.6414
H 5.9274 -3.1165 2.9875
H 5.5140 -3.2264 5.4283
H 3.3853 -2.3729 6.3547
H 1.6591 -1.4571 4.8469
H 2.0691 -1.3615 2.4052
H 5.1207 -3.3515 -1.7020
H 5.3268 -5.6784 -2.5367
H 4.8245 -7.5714 -1.0286
H 4.0410 -7.1455 1.2722
H 3.7921 -4.8275 2.0890
H 4.0003 -0.7523 -2.9475
H 6.1311 -1.2749 -4.1029
H 8.1356 0.0900 -3.6550
H 8.0347 1.9608 -2.0529
H 5.9121 2.4786 -0.8818
H 4.3439 0.3500 1.5664
H 4.8961 1.5661 3.6266
H 4.4366 3.9940 3.7893
H 3.4402 5.1949 1.8785
H 2.8930 3.9674 -0.2034
C -1.6355 -3.1500 -1.0298
As -1.6299 -1.5906 0.1320
C -0.7701 -2.3935 1.6893
C -3.4540 -1.4131 0.8819
C -4.7035 -1.3519 -0.0029
C -5.9108 -1.1229 0.9188
C -4.6654 -0.1727 -0.9764
As -3.2565 -0.0531 -2.3509
C -3.9034 -1.2285 -3.7976
C -3.9133 1.6040 -3.1273
C -4.8816 -2.6755 -0.7568
As -6.5757 -2.9267 -1.7709
C -7.6190 -3.9011 -0.4198
C -5.9157 -4.5350 -2.6905
H -1.9275 -2.8829 -2.0433
H -2.2929 -3.9193 -0.6287
H -0.6117 -3.5092 -1.0513
H -1.5196 -2.8045 2.3644
H -0.1590 -1.6720 2.2256
H -0.1182 -3.1883 1.3325
H -3.4122 -0.5127 1.5058
H -3.5626 -2.2632 1.5612
H -5.7867 -0.2072 1.4998
H -6.0522 -1.9573 1.6086
H -6.8183 -1.0231 0.3193
H -4.5652 0.7617 -0.4149
H -5.6167 -0.1391 -1.5156
H -4.9899 -1.2960 -3.7470
H -3.4696 -2.2253 -3.7499
H -3.6028 -0.7714 -4.7390
H -4.9671 1.4827 -3.3794
H -3.3451 1.8260 -4.0269
H -3.7879 2.4296 -2.4295
H -4.7796 -3.5107 -0.0566
H -4.0855 -2.7603 -1.4980
H -8.1101 -3.2228 0.2756
H -6.9868 -4.5911 0.1403
H -8.3915 -4.4755 -0.9304
H -5.1587 -4.2773 -3.4308
H -6.7356 -5.0311 -3.2081
H -5.4859 -5.2328 -1.9709
C -2.6132 4.8176 -4.2449
Si -1.2240 3.6679 -4.8102
C 0.4472 4.5396 -4.8994
C -1.7001 2.8719 -6.4534
C -0.9643 2.3678 -3.5099
C -0.6827 1.6284 -2.5851
H -2.5084 5.8024 -4.7024
H -2.6100 4.9527 -3.1624
H -3.5924 4.4276 -4.5281
H 0.4399 5.3790 -5.5961
H 1.2205 3.8380 -5.2161
H 0.7321 4.9124 -3.9144
H -1.8502 3.6383 -7.2158
H -2.6298 2.3049 -6.3751
H -0.9251 2.1937 -6.8114
S -2.1856 2.6454 0.0724
P -1.0851 2.2945 1.7044
S 0.3600 0.9206 1.3830
C -2.1962 1.7736 3.0480
C -2.1164 0.5290 3.6550
C -3.0213 0.1966 4.6543
C -3.9939 1.1032 5.0443
C -4.0701 2.3507 4.4352
C -3.1752 2.6874 3.4359
C -0.2922 3.7605 2.4072
C -0.5013 5.0352 1.9012
C 0.0526 6.1243 2.5581
C 0.8092 5.9344 3.7043
C 1.0312 4.6534 4.1953
C 0.4781 3.5624 3.5510
H -1.3457 -0.1690 3.3511
H -2.9616 -0.7740 5.1290
H -4.6933 0.8428 5.8274
H -4.8266 3.0619 4.7375
H -3.2271 3.6539 2.9482
H -1.0975 5.1666 1.0061
H -0.1184 7.1217 2.1761
H 1.2300 6.7852 4.2234
H 1.6218 4.5072 5.0896
H 0.6334 2.5581 3.9309
*
```

=====

Below is a 12-piece molecular cluster, C54H66Cl6O30 overall at a distorted geometry, with properties calculated with ωB97M-V/def2-TZVPD.

Summary:
Molar mass: 1407.8 g/mol
SMILES: O=C1C=C(O)C(=O)C=C1O.O=C1C=C(O)C(=O)C=C1O.O=C1C=C(O)C(=O)C=C1O.O=C1C=C(O)C(=O)C=C1O.O=C1C=C(O)C(=O)C=C1O.O=C1C=C(O)C(=O)C=C1O.COCCOC.COCCOC.COCCOC.ClCCCl.ClCCCl.ClCCCl
Calculated total energy: -7115.21604 a.u.
LUMO energy: -2.33 eV
HOMO level: -9.367 eV
Max |F|: 0.102 hartree/bohr
Frontier orbital gap: 7.04 eV

The geometry in ORCA input format:
```
! RIJCOSX wB97M-V def2-TZVPD def2/J DEFGRID3
* xyz 0 1
Cl -29.3664 -11.3247 -23.3242
C -28.7624 -10.1287 -22.1657
C -27.8278 -10.8660 -21.0619
Cl -26.4090 -11.7356 -21.9253
H -29.6518 -9.8473 -21.6018
H -28.4526 -9.2497 -22.7310
H -28.4562 -11.6663 -20.6711
H -27.5342 -10.1672 -20.2785
Cl -32.1715 -16.4508 -20.1541
C -32.7251 -15.5694 -21.5951
C -33.8607 -14.6108 -21.1689
Cl -34.9524 -14.3298 -22.5799
H -33.0033 -16.3381 -22.3160
H -31.8376 -15.0980 -22.0173
H -33.6461 -13.6446 -20.7124
H -34.4346 -15.0740 -20.3662
Cl -27.8686 -16.9509 -19.4497
C -28.9341 -17.5525 -18.1782
C -28.2231 -17.9828 -16.8836
Cl -26.7328 -18.9398 -17.2019
H -29.6313 -18.2490 -18.6440
H -29.6132 -16.7194 -17.9974
H -28.9096 -18.5404 -16.2465
H -27.8952 -17.1080 -16.3220
C -35.5326 -18.3291 -22.8129
O -36.8289 -18.8702 -23.2182
C -37.0921 -18.6190 -24.5672
C -38.5008 -19.0607 -25.1527
O -39.5464 -18.2871 -24.5652
C -40.8539 -18.4748 -25.0820
H -35.5494 -18.3658 -21.7237
H -35.3222 -17.3208 -23.1693
H -34.7970 -19.0199 -23.2252
H -36.4372 -18.8820 -25.3979
H -37.0606 -17.5321 -24.6433
H -38.7797 -20.0940 -24.9465
H -38.5015 -18.9875 -26.2403
H -40.9889 -18.5173 -26.1628
H -41.4542 -17.6505 -24.6970
H -41.1133 -19.4574 -24.6878
C -30.0001 -24.7639 -17.4641
O -29.8082 -23.3395 -17.3614
C -30.9825 -22.6453 -17.6962
C -31.0895 -22.0452 -19.1234
O -32.4366 -21.6484 -19.4510
C -32.5421 -20.9336 -20.6920
H -29.2186 -25.2711 -16.8984
H -30.1786 -25.1254 -18.4768
H -30.8614 -25.0620 -16.8663
H -31.1238 -21.8384 -16.9771
H -31.8763 -23.2240 -17.4631
H -30.7140 -22.7647 -19.8511
H -30.5670 -21.0890 -19.1508
H -31.9016 -20.0531 -20.6406
H -33.5088 -20.4898 -20.9300
H -32.2076 -21.5033 -21.5590
C -31.1341 -18.9567 -23.1012
O -30.8866 -18.2000 -24.2877
C -29.4588 -17.7832 -24.4789
C -28.9110 -16.8293 -23.4237
O -29.8012 -15.7308 -23.1503
C -29.2422 -14.6966 -22.3293
H -30.4993 -19.8412 -23.1540
H -32.1530 -19.3439 -23.0943
H -30.9545 -18.4821 -22.1365
H -29.3216 -17.3217 -25.4568
H -28.7907 -18.6432 -24.5235
H -28.0327 -16.4308 -23.9316
H -28.7936 -17.5267 -22.5943
H -29.0700 -15.0599 -21.3161
H -29.9758 -13.8907 -22.3514
H -28.2974 -14.4089 -22.7904
C -26.5562 -11.4389 -27.3304
C -25.4633 -11.5626 -26.5251
C -25.5016 -12.5675 -25.4496
O -24.5226 -12.7824 -24.7043
C -26.6445 -13.4721 -25.4543
C -27.6818 -13.3496 -26.2778
C -27.7858 -12.3058 -27.3433
O -28.6680 -12.1695 -28.1951
O -28.7361 -14.2771 -26.2511
O -24.3511 -10.7735 -26.5476
H -26.6571 -10.5386 -27.9184
H -26.7052 -14.2687 -24.7275
H -29.4867 -13.8317 -26.6508
H -23.7538 -11.0711 -25.8575
C -31.6839 -11.4880 -16.7677
C -31.0692 -12.5139 -16.1564
C -30.5510 -13.7689 -16.8384
O -29.9625 -14.7287 -16.2695
C -30.6786 -13.6182 -18.2703
C -31.2143 -12.5985 -18.9222
C -31.8580 -11.4639 -18.2019
O -32.4568 -10.5596 -18.7708
O -31.2392 -12.5010 -20.2469
O -30.9259 -12.5944 -14.7926
H -31.9230 -10.6518 -16.1275
H -30.3020 -14.4021 -18.9106
H -31.7234 -11.7078 -20.4881
H -30.1550 -13.1218 -14.5709
C -22.6337 -15.1714 -21.1057
C -22.5368 -15.7632 -22.3656
C -23.7362 -16.2133 -23.1971
O -23.8081 -16.8680 -24.2033
C -24.9803 -15.7957 -22.5837
C -25.0625 -15.0947 -21.3966
C -23.8584 -14.7446 -20.5600
O -24.0343 -14.2698 -19.4380
O -26.2744 -14.6369 -20.8592
O -21.3471 -16.0982 -22.8495
H -21.6481 -15.0021 -20.6980
H -25.8572 -15.9033 -23.2048
H -26.0670 -14.3623 -19.9630
H -21.3924 -16.8211 -23.4795
C -31.5123 -16.1403 -27.6827
C -31.8588 -16.0160 -26.4502
C -33.0186 -16.7236 -25.8415
O -33.5637 -16.5830 -24.8042
C -33.6167 -17.5952 -26.8756
C -33.2257 -17.7155 -28.1436
C -32.1498 -16.9034 -28.7418
O -31.8592 -16.9459 -29.8858
O -33.9036 -18.6054 -28.9136
O -31.2412 -15.2700 -25.5568
H -30.5661 -15.7262 -27.9981
H -34.3549 -18.2869 -26.4975
H -33.6258 -18.4624 -29.8213
H -31.7570 -15.1168 -24.7618
C -28.6389 -17.9812 -31.2642
C -28.5372 -18.9064 -30.2815
C -28.7351 -18.5811 -28.8293
O -28.9946 -19.3466 -27.9242
C -28.4582 -17.1358 -28.5956
C -28.4156 -16.2044 -29.5854
C -28.6356 -16.4741 -30.9904
O -28.6467 -15.6704 -31.9062
O -28.2608 -14.9436 -29.2364
O -28.4072 -20.2505 -30.6180
H -28.5781 -18.2484 -32.3088
H -28.5426 -16.7982 -27.5732
H -28.8364 -14.4726 -29.8433
H -28.3328 -20.7806 -29.8211
C -26.6585 -23.9813 -23.2561
C -27.8013 -23.2858 -23.3943
C -29.0592 -23.6048 -22.6667
O -30.0970 -22.9589 -22.5842
C -28.8823 -24.7806 -21.8553
C -27.7891 -25.5438 -21.6828
C -26.5811 -25.1523 -22.3437
O -25.5270 -25.6753 -22.1358
O -27.7184 -26.6245 -20.8327
O -27.7000 -22.0865 -23.9677
H -25.8471 -23.6387 -23.8810
H -29.7888 -24.9598 -21.2962
H -26.8899 -27.0775 -21.0059
H -28.3267 -21.5314 -23.4980
*
```